[1]
Molecular formula: CH4NO3
Method: DFT, ωB97M-V/def2-TZVPD

Summary:
HOMO-LUMO gap (spin up / spin down): 6.39 / 6.40 eV
highest occupied orbital energy (spin up / spin down): -2.111 / -2.112 eV
total charge: -1
total energy: -320.768713 Eh
energy relative to the best compared isomer or geometry (same formula, charge and spin): 193.3 kcal/mol

Element x y z (Å)
C1 -1.165393 -0.347410 0.162652
N1 -0.423476 0.631583 0.849857
O1 0.147524 1.507321 0.067955
O2 2.157808 -0.005979 -0.803881
O3 1.521513 -0.939752 0.079179
H1 -0.494821 -1.249461 0.110930
H2 -2.044204 -0.585233 0.863549
H3 -1.509227 0.053278 -0.736853
H4 1.810274 0.935655 -0.593390

Cartesian forces, eV/Å:
-1.139 -1.821 2.227
3.837 3.628 -1.776
-2.700 -2.612 2.613
-0.018 1.373 -0.051
-0.178 0.330 0.268
-0.399 0.784 -0.467
0.964 0.200 -0.980
-0.440 0.170 -1.870
0.073 -2.052 0.036

[2]
Molecular formula: CH4NO3P
Method: DFT, ωB97M-V/def2-TZVPD

Summary:
HOMO-LUMO gap: 10.30 eV
highest occupied orbital energy: -10.611 eV
total energy: -662.326330 Eh
SMILES: [H]/N=C/P(=O)=O.O
energy relative to the best compared isomer or geometry (same formula, charge and spin): 46.1 kcal/mol

Element x y z (Å)
C1 0.600025 1.256368 -0.240349
N1 1.502571 1.980936 0.200127
O1 1.497437 -1.127766 1.071158
O2 -1.986948 -1.271112 0.311724
O3 0.907132 -1.320832 -1.427931
P1 0.919964 -0.584222 -0.162006
H1 -0.432167 1.538384 -0.545539
H2 -1.598933 -2.143739 0.438710
H3 -2.941411 -1.260672 0.394999
H4 1.532327 2.932656 -0.040897

Cartesian forces, eV/Å:
-1.913 -0.801 0.398
1.774 -1.649 -0.214
-0.707 0.781 -0.034
0.856 0.644 -0.162
-0.704 0.905 -0.022
1.367 -1.026 0.287
0.773 -0.003 -0.512
-0.670 -0.078 0.055
0.035 -0.522 0.098
-0.813 1.749 0.107

[3]
Molecular formula: CH4NOP
Method: DFT, ωB97M-V/def2-TZVPD

Summary:
HOMO-LUMO gap (spin up / spin down): 8.02 / 8.77 eV
highest occupied orbital energy (spin up / spin down): -8.257 / -9.276 eV
total energy: -511.673021 Eh
SMILES: [H]/N=C/PO
energy relative to the best compared isomer or geometry (same formula, charge and spin): 119.9 kcal/mol

Element x y z (Å)
C1 -0.306444 -0.563351 0.197871
N1 0.508116 -1.810920 1.172501
O1 -0.064747 1.694406 -1.218907
P1 0.545193 0.965922 0.078988
H1 -1.299172 -0.595908 0.236809
H2 -0.235119 -2.610053 1.361688
H3 -0.866379 2.203286 -1.218837
H4 1.718551 0.716619 -0.610112

Cartesian forces, eV/Å:
6.716 -4.885 3.759
-3.815 2.781 -3.103
-0.229 0.255 -1.535
0.068 0.454 1.035
-4.124 -0.378 -0.086
1.203 2.234 -0.719
-0.406 0.259 0.538
0.586 -0.720 0.111

[4]
Molecular formula: CH4NOP
Method: DFT, ωB97M-V/def2-TZVPD

Summary:
HOMO-LUMO gap (spin up / spin down): 8.85 / 7.78 eV
highest occupied orbital energy (spin up / spin down): -9.982 / -8.905 eV
total energy: -511.662464 Eh
energy relative to the best compared isomer or geometry (same formula, charge and spin): 126.6 kcal/mol

Element x y z (Å)
C1 0.797056 1.197657 1.175719
N1 1.343731 0.097210 0.820365
O1 2.493796 -0.278591 1.037784
P1 -0.913841 -0.928293 -0.863514
H1 -0.162215 1.578627 0.908984
H2 1.356803 1.795638 1.937002
H3 0.140182 -1.675154 -1.358080
H4 -0.975712 0.296369 -1.658669

Cartesian forces, eV/Å:
1.293 0.650 1.726
0.145 0.841 -0.434
-0.768 -0.399 -0.022
-1.139 0.724 0.812
-0.541 -0.665 -0.468
-0.308 -0.380 -0.850
0.640 0.198 -0.824
0.677 -0.968 0.059

[5]
Molecular formula: CH4NOPS
Method: DFT, ωB97M-V/def2-TZVPD

Summary:
HOMO-LUMO gap: 8.87 eV
highest occupied orbital energy: -8.709 eV
total energy: -909.941055 Eh
SMILES: O=CPNS
energy relative to the best compared isomer or geometry (same formula, charge and spin): 40.1 kcal/mol

Element x y z (Å)
C1 1.469422 1.177678 0.821926
N1 -1.111142 -0.339782 -0.908321
O1 1.099543 2.247001 1.164040
P1 0.600717 -0.429442 0.125760
S1 -2.388669 -0.989852 0.002145
H1 -1.353894 0.587936 -0.836526
H2 1.451067 -0.697934 -0.953050
H3 2.440382 0.734272 0.999797
H4 -2.207426 -2.289876 -0.415771

Cartesian forces, eV/Å:
-1.382 -1.484 -1.333
3.412 -1.721 1.440
-0.174 0.350 0.087
-2.251 0.150 -0.257
-0.438 -1.801 0.245
-0.346 3.116 -0.599
0.259 0.446 -0.231
1.218 0.121 0.392
-0.298 0.823 0.256

[6]
Molecular formula: CH4NOPS2
Method: DFT, ωB97M-V/def2-TZVPD

Summary:
HOMO-LUMO gap: 8.60 eV
highest occupied orbital energy: -9.207 eV
total energy: -1308.226414 Eh
SMILES: N[P@@](=S)(S)C=O
energy relative to the best compared isomer or geometry (same formula, charge and spin): 16.7 kcal/mol

Element x y z (Å)
C1 -1.723401 0.360027 -0.358831
N1 0.629927 0.119436 1.062027
O1 -2.197641 -0.038801 -1.445862
P1 0.073030 0.845413 -0.388053
S1 0.493950 2.729514 -0.446214
S2 0.592740 -0.381996 -2.078953
H1 -2.281473 0.580329 0.440941
H2 0.679444 -0.853611 1.046578
H3 1.419222 0.516690 1.373905
H4 -0.534859 -0.083495 -2.513793

Cartesian forces, eV/Å:
1.290 -1.058 -6.932
-3.779 0.366 -2.631
0.376 0.938 3.451
0.912 -0.801 0.620
-0.338 -0.446 -0.002
3.320 -0.174 1.996
-2.401 0.649 3.414
0.078 -1.894 0.007
3.490 1.852 1.533
-2.949 0.568 -1.455

[7]
Molecular formula: CH4NP
Method: DFT, ωB97M-V/def2-TZVPD

Summary:
HOMO-LUMO gap (spin up / spin down): 8.86 / 7.15 eV
highest occupied orbital energy (spin up / spin down): -9.301 / -7.657 eV
total energy: -436.453797 Eh
energy relative to the best compared isomer or geometry (same formula, charge and spin): 69.1 kcal/mol

Element x y z (Å)
C1 1.156672 -0.670642 0.061282
N1 -3.230719 0.678787 0.576080
P1 -2.812435 -0.417175 -0.435834
H1 0.824620 -1.381439 -0.655689
H2 0.454656 0.231525 0.023104
H3 1.355674 -0.904987 1.041785
H4 -4.179871 0.714303 0.926754

Cartesian forces, eV/Å:
-2.788 2.695 -1.358
0.277 -0.510 -0.470
-0.047 0.370 0.330
0.401 -0.822 -0.419
1.407 -0.920 -0.152
0.958 -0.938 1.920
-0.208 0.125 0.149

[8]
Molecular formula: CH4NS
Method: DFT, ωB97M-V/def2-TZVPD

Summary:
HOMO-LUMO gap: 7.21 eV
highest occupied orbital energy: -2.607 eV
total charge: -1
total energy: -493.390545 Eh
energy relative to the best compared isomer or geometry (same formula, charge and spin): 39.3 kcal/mol

Element x y z (Å)
S1 0.816729 -1.289237 -1.682725
H1 0.696042 -2.522243 -1.040596
C1 -0.067422 0.988857 0.290023
N1 -1.058200 1.042530 1.105974
H2 0.949662 1.475775 0.382850
H3 -0.066947 0.259727 -0.493147
H4 -1.269866 0.044594 1.437624

Cartesian forces, eV/Å:
0.231 -1.719 0.043
0.100 1.016 -0.570
-0.155 -0.679 0.412
1.986 -0.555 2.642
-1.455 1.235 -0.277
0.431 -0.780 -0.128
-1.138 1.481 -2.122

[9]
Molecular formula: CH4NdO
Method: DFT, ωB97M-V/def2-TZVPD

Summary:
HOMO-LUMO gap (spin up / spin down): 7.43 / 7.89 eV
highest occupied orbital energy (spin up / spin down): -13.594 / -13.609 eV
total charge: +1
total energy: -676.829765 Eh
spin multiplicity: 4

Element x y z (Å)
O1 -0.827129 0.093581 2.707340
Nd1 -1.306822 -0.293190 0.554251
H1 0.020964 0.386153 3.082119
C1 0.459836 -0.026182 -1.252234
H2 1.179216 -0.863637 -1.253270
H3 0.005593 -0.011800 -2.258382
H4 1.021567 0.920003 -1.160612

Cartesian forces, eV/Å:
-0.084 -0.337 -3.252
1.734 0.633 1.854
-0.428 -0.158 0.080
-0.826 -0.020 0.719
-0.187 0.254 0.162
-0.074 -0.036 0.303
-0.136 -0.337 0.135

[10]
Molecular formula: CH4O2
Method: DFT, ωB97M-V/def2-TZVPD

Summary:
HOMO-LUMO gap: 10.02 eV
highest occupied orbital energy: -9.514 eV
total energy: -190.908576 Eh
energy relative to the best compared isomer or geometry (same formula, charge and spin): 26.2 kcal/mol

Element x y z (Å)
C1 -0.000943 -0.415346 0.112034
O1 0.148081 -0.284391 -1.216462
O2 -0.705949 0.531690 0.831152
H1 -0.459585 -1.384221 0.545519
H2 1.260385 -0.581193 0.684558
H3 0.458735 0.667716 -1.312138
H4 -0.700724 1.465745 0.355337

Cartesian forces, eV/Å:
3.390 -3.145 5.079
-0.191 2.180 -0.954
-0.427 3.625 -1.834
0.537 1.145 -1.856
-3.160 0.879 -1.542
-0.305 -1.803 -0.380
0.157 -2.880 1.486

Question: Which value of total energy does entry 6 give?
Answer: -1308.226414 Eh

Question: Number 3 is which compound?
Answer: CH4NOP

Question: Which of these has the lowest total energy?
Answer: CH4NOPS2

Question: What is the total energy in the fifth record?
Answer: -909.941055 Eh